No. 1
This record from the OMol25 dataset describes 2 unconnected molecules or ions with the total composition C21H27F2Si in a non-equilibrium geometry. The level of theory is ωB97M-V with the def2-TZVPD basis set.

CARTESIAN COORDINATES (ANGSTROEM)
C  0.64  -8.02  1.64
C  0.76  -6.61  1.05
C  -0.18  -5.57  1.69
C  0.00  -4.22  1.05
C  -0.89  -3.11  1.60
C  -0.57  -1.81  0.85
Si  -1.71  -0.42  1.45
H  -1.14  1.45  -0.08
H  1.34  -8.68  1.12
H  0.89  -8.02  2.71
H  -0.37  -8.41  1.51
H  1.80  -6.26  1.17
H  0.55  -6.65  -0.03
H  -1.21  -5.91  1.57
H  0.04  -5.51  2.76
H  1.05  -3.91  1.16
H  -0.17  -4.31  -0.03
H  -1.94  -3.40  1.48
H  -0.71  -3.00  2.67
H  0.49  -1.57  1.00
H  -0.69  -1.99  -0.24
H  -3.19  -0.74  1.28
H  -1.31  0.06  2.84
F  -2.73  3.99  -4.71
C  -3.04  3.55  -3.44
C  -4.36  3.21  -3.16
C  -4.63  2.74  -1.87
C  -3.60  2.58  -0.93
C  -2.26  2.83  -1.29
C  -1.17  2.50  -0.27
C  0.23  2.92  -0.63
C  1.15  3.22  0.32
C  2.50  3.66  0.02
C  2.84  4.09  -1.27
C  4.15  4.45  -1.54
F  4.47  4.89  -2.80
C  5.17  4.40  -0.58
C  4.82  3.97  0.71
C  3.51  3.60  1.02
C  -1.99  3.41  -2.52
H  -5.13  3.30  -3.92
H  -5.65  2.46  -1.60
H  -3.82  2.19  0.06
H  -1.45  2.95  0.70
H  0.46  2.93  -1.69
H  0.90  3.04  1.38
H  2.08  4.16  -2.05
H  6.19  4.69  -0.84
H  5.59  3.92  1.48
H  3.24  3.27  2.01
H  -0.98  3.67  -2.83

Calculated values
HOMO-LUMO gap	4.58	eV
relative energy (zero: lowest compared OMol25 entry of this formula, charge and spin)	0.00	kJ/mol
total charge	+1

Results of the Löwdin charge analysis, in e, for atoms 1 through 5: C -0.110; C -0.273; C -0.231; C -0.239; C -0.281

No. 2
This record from the OMol25 dataset describes C21H27FN6O2 in the gas phase in a non-equilibrium geometry. The level of theory is ωB97M-V with the def2-TZVPD basis set.

CARTESIAN COORDINATES (ANGSTROEM)
O  1.97  2.43  -0.90
C  2.03  1.97  0.22
C  3.20  1.06  0.65
N  2.79  -0.33  0.54
C  2.13  -0.83  1.59
O  1.90  -0.18  2.60
C  1.56  -2.26  1.50
N  0.39  -2.22  0.68
N  0.36  -2.59  -0.58
N  -0.81  -2.33  -1.03
C  -1.51  -1.79  -0.01
C  -2.88  -1.35  -0.11
C  -3.54  -1.37  -1.34
C  -4.84  -0.92  -1.44
C  -5.47  -0.45  -0.30
F  -6.74  -0.01  -0.40
C  -4.84  -0.42  0.93
C  -3.54  -0.87  1.03
N  -0.75  -1.72  1.08
C  3.17  -1.13  -0.63
C  3.44  -0.29  -1.89
C  4.97  -0.15  -2.02
C  5.58  -0.89  -0.82
C  4.49  -1.87  -0.39
N  1.12  2.14  1.19
C  -0.19  2.74  1.01
C  -1.12  1.86  0.14
C  -1.93  2.86  -0.68
C  -0.90  3.94  -1.00
C  -0.15  4.12  0.33
H  4.05  1.25  0.00
H  3.47  1.26  1.69
H  2.26  -2.98  1.07
H  1.27  -2.55  2.51
H  -3.01  -1.75  -2.20
H  -5.36  -0.94  -2.38
H  -5.37  -0.04  1.79
H  -3.02  -0.86  1.97
H  2.36  -1.82  -0.84
H  2.93  0.67  -1.87
H  3.05  -0.84  -2.75
H  5.28  0.90  -2.04
H  5.31  -0.60  -2.95
H  6.51  -1.40  -1.08
H  5.80  -0.20  -0.01
H  4.61  -2.19  0.65
H  4.52  -2.76  -1.03
H  1.25  1.59  2.04
H  -0.61  2.83  2.02
H  -0.50  1.26  -0.53
H  -1.73  1.19  0.73
H  -2.74  3.27  -0.08
H  -2.35  2.41  -1.58
H  -1.35  4.87  -1.34
H  -0.21  3.58  -1.75
H  0.87  4.45  0.17
H  -0.66  4.85  0.96

Calculated values
HOMO-LUMO gap	9.54	eV
relative energy (zero: lowest compared OMol25 entry of this formula, charge and spin)	7.67	kJ/mol
SMILES	O=C(CN(C(=O)Cn1nnc(-c2ccc(F)cc2)n1)C1CCCC1)NC1CCCC1

Results of the Löwdin charge analysis, in e, for atoms 1 through 5: O 0.062; C -0.456; C -0.024; N 0.022; C -0.426

No. 3
This record from the OMol25 dataset describes a molecular structure, C21H27GaN6SSe in a non-equilibrium geometry. The level of theory is ωB97M-V with the def2-TZVPD basis set.

CARTESIAN COORDINATES (ANGSTROEM)
Ga  -12.72  4.59  9.40
C  -12.68  1.79  12.59
C  -13.05  2.90  11.63
N  -12.11  3.62  10.99
N  -10.78  3.47  11.25
C  -10.02  4.38  10.72
N  -8.69  4.19  10.62
S  -10.62  5.75  9.89
C  -14.39  3.32  11.30
C  -15.52  2.93  11.96
C  -16.74  3.56  11.65
C  -16.78  4.60  10.70
C  -15.65  4.83  9.94
N  -14.46  4.26  10.30
H  -12.88  0.79  12.18
H  -13.32  1.90  13.52
H  -11.67  1.98  12.95
H  -8.24  3.55  11.28
H  -8.22  5.05  10.43
H  -15.48  2.09  12.63
H  -17.69  3.23  12.13
H  -17.71  5.08  10.38
H  -15.62  5.32  8.99
Se  -15.80  0.97  8.84
C  -15.76  2.39  7.66
N  -15.78  3.31  6.95
C  -16.00  8.33  7.88
C  -15.21  7.37  7.02
C  -15.49  7.27  5.66
C  -14.83  6.29  4.90
C  -15.27  6.14  3.49
C  -13.85  5.49  5.45
C  -13.55  5.52  6.83
C  -14.20  6.55  7.55
N  -12.75  4.60  7.46
C  -12.07  3.47  6.71
C  -10.86  4.10  5.98
C  -11.56  2.43  7.72
C  -12.96  2.77  5.68
H  -17.03  8.30  7.50
H  -15.50  9.27  7.99
H  -16.09  7.97  8.93
H  -16.20  7.89  5.16
H  -14.59  6.62  2.81
H  -16.25  6.55  3.37
H  -15.30  5.12  3.13
H  -13.40  4.78  4.82
H  -13.91  6.72  8.59
H  -10.06  4.26  6.73
H  -11.05  5.13  5.61
H  -10.54  3.44  5.16
H  -10.74  2.96  8.34
H  -11.06  1.57  7.23
H  -12.26  2.08  8.48
H  -12.79  3.10  4.66
H  -14.01  3.00  5.89
H  -12.85  1.65  5.68

Calculated values
HOMO-LUMO gap	4.87	eV
relative energy (zero: lowest compared OMol25 entry of this formula, charge and spin)	46.95	kJ/mol

Results of the Löwdin charge analysis, in e, for atoms 1 through 5: Ga 0.466; C 0.009; C -0.176; N -0.050; N 0.018